Molecular formula: C19H24N4O3S
Method: DFT, ωB97M-V with the def2-TZVPD basis set

Output
Lowest unoccupied orbital energy, eV: 0.28
Kohn-Sham gap, eV: 8.189
Calculated total energy, a.u.: -1581.41854
Energy above the lowest of the compared OMol25 structures with the same formula, charge and spin, kJ/mol: 16.40
Structure (SMILES): COCCn1c(-c2ccc(SC)cc2)nc2c1c(=O)[nH]c(=O)n2CC(C)C
Total charge: 0

The geometry in XYZ format:
```
51
C19H24N4O3S | OMol25 | ωB97M-V with the def2-TZVPD basis set
C 0.38 3.16 -2.16
H 0.77 3.56 -3.11
O 0.04 1.81 -2.28
C 1.14 0.99 -2.62
C 0.66 -0.46 -2.67
N -0.01 -0.82 -1.45
C 0.41 -0.72 -0.16
N -0.58 -0.91 0.71
C -1.68 -1.12 -0.03
C -1.37 -1.07 -1.39
C -2.34 -1.31 -2.41
O -2.20 -1.30 -3.61
N -3.57 -1.59 -1.82
C -3.93 -1.67 -0.49
O -5.06 -1.99 -0.16
N -2.94 -1.38 0.42
C -3.23 -1.40 1.84
H -4.06 -2.10 1.98
H -2.34 -1.77 2.35
C -3.61 -0.03 2.41
C -2.44 0.95 2.37
H -2.70 1.87 2.89
H -1.57 0.52 2.85
H -2.19 1.20 1.35
C -4.83 0.56 1.70
H -4.57 0.83 0.68
H -5.17 1.45 2.21
H -5.64 -0.16 1.66
H -3.88 -0.21 3.46
H -4.33 -1.79 -2.47
C 1.76 -0.44 0.29
C 1.93 0.36 1.43
C 3.19 0.65 1.90
C 4.32 0.14 1.26
C 4.16 -0.68 0.15
C 2.89 -0.96 -0.33
H 2.79 -1.62 -1.18
H 5.01 -1.10 -0.36
S 5.88 0.59 1.95
C 7.08 -0.32 0.94
H 7.04 0.02 -0.09
H 8.05 -0.08 1.37
H 6.90 -1.39 1.01
H 3.32 1.27 2.77
H 1.05 0.74 1.92
H 1.50 -1.12 -2.87
H -0.08 -0.57 -3.47
H 1.54 1.28 -3.60
H 1.94 1.11 -1.87
H 1.13 3.32 -1.38
H -0.54 3.69 -1.90
```



Molecular formula: C9H11ClN2O
Method: DFT, ωB97M-V with the def2-TZVPD basis set

Output
Lowest unoccupied orbital energy, eV: -0.18
Kohn-Sham gap, eV: 8.854
Calculated total energy, a.u.: -994.35002
Energy above the lowest of the compared OMol25 structures with the same formula, charge and spin, kJ/mol: 483.68
Total charge: 0

The geometry in XYZ format:
```
24
C9H11ClN2O | OMol25 | ωB97M-V with the def2-TZVPD basis set
C 2.60 -1.67 -0.07
C 1.80 -0.57 -0.06
C 1.97 0.74 -0.15
C -0.20 1.42 -0.24
C -0.75 0.12 0.40
C -0.21 -1.14 -0.27
C -1.29 2.52 -0.33
C -0.73 0.27 1.92
C -0.28 -1.43 -1.75
N 3.07 -2.72 0.06
N 1.03 1.71 -0.39
O -0.26 -2.22 0.64
Cl 3.60 1.42 0.07
H -1.84 0.31 0.00
H -0.90 3.15 -1.06
H -1.41 2.85 0.69
H -2.22 2.19 -0.73
H -0.89 -0.82 2.44
H -1.50 0.80 2.35
H 0.16 0.61 2.27
H -0.45 -0.46 -2.15
H -1.24 -2.00 -1.94
H 0.58 -2.05 -1.96
H -0.63 -3.03 0.24
```



Molecular formula: C14H22N
Method: DFT, ωB97M-V with the def2-TZVPD basis set

Output
Lowest unoccupied orbital energy (alpha / beta), eV: -4.95 / -3.84
Kohn-Sham gap (alpha / beta), eV: 5.408 / 7.827
Calculated total energy, a.u.: -600.98757
Energy above the lowest of the compared OMol25 structures with the same formula, charge and spin, kJ/mol: 538.54
Total charge: +1

The geometry in XYZ format:
```
37
C14H22N | OMol25 | ωB97M-V with the def2-TZVPD basis set
C 1.14 3.91 -1.95
C 1.94 3.58 -0.82
C 0.34 2.91 -2.49
C 1.80 2.33 -0.30
C 0.39 1.59 -2.01
C -0.62 -0.59 -0.11
C -1.30 -0.93 1.14
C 0.75 0.17 -0.15
C -0.28 0.54 -2.86
C -0.76 -0.45 2.55
C -2.53 -3.19 1.65
C 1.86 -1.89 0.54
C -2.58 -1.71 1.29
C 1.81 -0.38 0.72
N 1.01 1.35 -0.80
H 1.32 4.87 -2.54
H 2.46 4.34 -0.24
H -0.12 3.09 -3.44
H 1.89 2.20 0.74
H -0.47 -1.48 -0.70
H -1.41 -0.05 -0.64
H 0.24 -0.46 -2.59
H -1.38 0.61 -2.88
H 0.06 0.80 -4.02
H -0.05 0.41 2.54
H -0.01 -1.16 3.07
H -1.59 -0.17 3.21
H -1.98 -3.79 0.96
H -3.59 -3.58 1.68
H -1.99 -3.32 2.64
H 1.83 -2.04 -0.56
H 1.06 -2.52 1.11
H 2.89 -2.21 0.74
H -3.31 -1.30 2.06
H -3.25 -1.55 0.36
H 2.78 -0.02 0.37
H 1.65 0.08 1.73
```



Molecular formula: C23H32BrN2O5RuS2Si2
Method: DFT, ωB97M-V with the def2-TZVPD basis set

Output
Lowest unoccupied orbital energy (alpha / beta), eV: -3.53 / -5.63
Kohn-Sham gap (alpha / beta), eV: 6.751 / 4.639
Spin multiplicity: 5
Calculated total energy, a.u.: -5425.30962
Total charge: +1

The geometry in XYZ format:
```
68
C23H32BrN2O5RuS2Si2 | OMol25 | ωB97M-V with the def2-TZVPD basis set
Ru -0.69 -0.83 0.07
O 5.44 0.37 2.46
C 4.17 0.09 2.19
C 3.24 -0.35 3.13
C 1.95 -0.61 2.73
N 1.54 -0.46 1.47
C 2.43 -0.03 0.59
Br 1.73 0.16 -1.17
C 3.74 0.25 0.86
H 5.65 0.20 3.39
H 3.52 -0.48 4.17
H 1.20 -0.94 3.44
H 4.44 0.59 0.11
C -0.53 2.72 0.81
Si -1.50 1.15 1.24
C -3.34 1.26 0.79
C -1.36 0.72 3.08
C -1.30 1.70 4.06
C -1.26 1.36 5.41
C -1.28 0.02 5.78
C -1.36 -0.97 4.81
C -1.40 -0.63 3.45
Si -1.56 -1.93 2.08
C -3.36 -2.51 1.93
C -0.53 -3.46 2.58
H -1.23 3.50 0.49
H 0.20 2.58 0.01
H 0.00 3.08 1.70
H -3.94 0.95 1.64
H -3.60 0.63 -0.06
H -3.60 2.29 0.53
H -1.29 2.75 3.79
H -1.22 2.13 6.16
H -1.24 -0.25 6.82
H -1.40 -2.01 5.11
H -3.70 -2.84 2.91
H -3.47 -3.34 1.23
H -4.03 -1.70 1.60
H -0.81 -4.35 2.01
H -0.74 -3.68 3.63
H 0.55 -3.30 2.48
C -2.87 2.05 -3.23
S -1.28 1.67 -2.50
C -0.40 1.28 -4.02
O -1.49 0.36 -1.73
H -3.21 1.21 -3.84
H -2.75 2.94 -3.85
H -3.57 2.26 -2.42
H -0.41 2.18 -4.62
H -0.89 0.47 -4.56
H 0.63 1.01 -3.77
N 0.31 -2.96 -0.52
C -0.38 -2.81 -1.76
C 0.31 -2.77 -2.97
C -0.39 -2.58 -4.15
C -1.77 -2.43 -4.10
C -2.47 -2.47 -2.91
C -1.77 -2.66 -1.73
S -2.65 -2.06 -5.66
O -1.64 -1.36 -6.43
O -3.73 -1.19 -5.21
O -3.06 -3.34 -6.16
H -0.10 -3.68 0.06
H 1.30 -3.12 -0.64
H 1.39 -2.89 -2.98
H 0.11 -2.55 -5.10
H -3.55 -2.35 -2.92
H -2.31 -2.75 -0.78
```



Molecular formula: C39H38AsN3OS2ScSi
Method: DFT, ωB97M-V with the def2-TZVPD basis set

Output
Lowest unoccupied orbital energy, eV: -3.32
Kohn-Sham gap, eV: 7.142
Calculated total energy, a.u.: -5830.79775
Total charge: +1

The geometry in XYZ format:
```
86
C39H38AsN3OS2ScSi | OMol25 | ωB97M-V with the def2-TZVPD basis set
Sc 1.08 0.80 0.00
S 0.02 2.89 0.87
C -1.63 3.09 0.28
C -2.37 4.17 0.78
C -3.64 4.44 0.31
C -4.21 3.64 -0.68
C -3.49 2.55 -1.16
C -2.22 2.27 -0.68
As -1.25 0.74 -1.38
C -1.81 0.94 -3.24
C -1.32 2.06 -3.92
C -1.68 2.28 -5.24
C -2.53 1.38 -5.87
C -3.02 0.28 -5.20
C -2.66 0.05 -3.88
C -2.38 -0.74 -0.80
C -3.45 -0.56 0.07
C -4.22 -1.65 0.46
C -3.93 -2.92 -0.01
C -2.84 -3.11 -0.86
C -2.07 -2.02 -1.25
H -1.91 4.79 1.54
H -4.19 5.28 0.70
H -5.19 3.86 -1.06
H -3.92 1.91 -1.92
H -0.66 2.75 -3.40
H -1.31 3.15 -5.76
H -2.81 1.55 -6.91
H -3.69 -0.41 -5.70
H -3.05 -0.80 -3.34
H -3.70 0.43 0.43
H -5.07 -1.49 1.11
H -4.55 -3.76 0.26
H -2.60 -4.10 -1.23
H -1.23 -2.18 -1.91
C 1.75 -3.32 -1.97
Si 2.33 -1.55 -2.34
C 3.96 -1.58 -3.29
C 1.12 -0.72 -3.53
N 2.35 -0.59 -0.87
C 3.44 -0.73 -0.01
C 4.37 -1.78 -0.07
C 5.51 -1.81 0.70
C 5.80 -0.77 1.57
C 4.88 0.26 1.71
C 3.71 0.25 0.97
O 2.73 1.28 1.12
C 2.72 1.96 2.37
C 2.63 1.24 3.56
C 2.67 1.92 4.76
C 2.76 3.31 4.77
C 2.81 4.01 3.58
C 2.81 3.33 2.37
H 1.28 -3.78 -2.85
H 1.03 -3.36 -1.15
H 2.59 -3.96 -1.68
H 3.80 -2.05 -4.26
H 4.75 -2.13 -2.78
H 4.32 -0.57 -3.47
H 1.35 -1.01 -4.55
H 1.19 0.37 -3.46
H 0.08 -1.01 -3.35
H 4.17 -2.59 -0.75
H 6.20 -2.64 0.60
H 6.71 -0.75 2.14
H 5.08 1.07 2.39
H 2.55 0.16 3.54
H 2.62 1.37 5.69
H 2.81 3.84 5.71
H 2.86 5.09 3.59
H 2.86 3.87 1.43
N -3.22 -3.52 3.78
C -2.26 -2.76 4.32
S -1.87 -2.77 5.91
C -1.47 -1.93 3.39
C -1.02 -2.46 2.18
C -0.20 -1.70 1.38
N 0.15 -0.43 1.67
C -0.30 0.08 2.83
C -1.08 -0.63 3.71
H -3.78 -4.09 4.39
H -3.53 -3.36 2.83
H -1.29 -3.46 1.89
H 0.22 -2.10 0.46
H -0.03 1.11 3.04
H -1.39 -0.18 4.64
```



Molecular formula: C7H8
Method: DFT, ωB97M-V with the def2-TZVPD basis set

Output
Lowest unoccupied orbital energy (alpha / beta), eV: -0.64 / -0.65
Kohn-Sham gap (alpha / beta), eV: 7.380 / 7.377
Calculated total energy, a.u.: -271.26963
Energy above the lowest of the compared OMol25 structures with the same formula, charge and spin, kJ/mol: 687.41
Total charge: 0

The geometry in XYZ format:
```
15
C7H8 | OMol25 | ωB97M-V with the def2-TZVPD basis set
C 0.86 1.08 0.26
C 2.36 0.95 -0.17
C 1.08 -1.31 -0.26
C -0.42 -0.81 -0.22
C 1.76 -0.19 0.52
C -0.45 0.70 0.12
C -1.75 1.42 -0.01
H 1.31 -2.43 0.02
H 1.52 -1.21 -1.25
H -0.93 -1.06 -1.11
H -1.05 -1.32 0.65
H 1.88 -0.47 1.52
H -1.71 2.44 0.23
H -2.36 0.93 0.67
H -2.12 1.28 -0.97
```



Molecular formula: C4H10N2O4
Method: DFT, ωB97M-V with the def2-TZVPD basis set

Output
Lowest unoccupied orbital energy, eV: 0.79
Kohn-Sham gap, eV: 10.157
Calculated total energy, a.u.: -568.74254
Energy above the lowest of the compared OMol25 structures with the same formula, charge and spin, kJ/mol: 443.30
Total charge: 0

The geometry in XYZ format:
```
20
C4H10N2O4 | OMol25 | ωB97M-V with the def2-TZVPD basis set
C 1.40 -0.50 -1.53
C 1.08 0.81 0.63
O 0.84 -0.49 -0.21
O 1.48 0.29 1.83
O 1.59 1.76 0.09
H 1.86 1.02 2.33
H 1.96 0.42 -1.69
H 0.57 -0.56 -2.25
H 2.05 -1.37 -1.61
C -1.13 -1.55 1.03
C -0.91 -0.58 -0.08
N -1.12 2.09 0.14
O -0.58 0.96 0.84
N -1.46 -0.36 -1.17
H -0.28 2.61 -0.14
H -1.48 1.67 -0.73
H -2.30 -0.88 -1.37
H -0.99 -2.56 0.65
H -2.15 -1.43 1.40
H -0.43 -1.37 1.84
```



Molecular formula: C5H10O2
Method: DFT, ωB97M-V with the def2-TZVPD basis set

Output
Lowest unoccupied orbital energy, eV: 0.91
Kohn-Sham gap, eV: 10.865
Calculated total energy, a.u.: -346.90491
Energy above the lowest of the compared OMol25 structures with the same formula, charge and spin, kJ/mol: 316.44
Structure (SMILES): C[C@@]1(CCO)CO1
Total charge: 0

The geometry in XYZ format:
```
17
C5H10O2 | OMol25 | ωB97M-V with the def2-TZVPD basis set
C -1.62 -1.50 0.26
C -0.59 -0.33 -0.07
C 0.94 -0.29 -0.52
C 2.04 0.40 0.39
O 2.03 1.82 0.42
C -1.37 0.85 -0.48
O -0.64 0.87 0.74
H -1.86 -2.13 -0.61
H -1.38 -2.17 1.09
H -2.60 -1.06 0.50
H 1.00 0.31 -1.44
H 1.35 -1.28 -0.74
H 3.01 0.17 -0.07
H 2.07 -0.01 1.41
H 1.14 2.08 0.71
H -2.42 0.86 -0.20
H -1.10 1.41 -1.37
```



Molecular formula: C16H15N2O9P2ReS5Sb
Method: DFT, ωB97M-V with the def2-TZVPD basis set

Output
Lowest unoccupied orbital energy (alpha / beta), eV: 3.66 / 3.28
Kohn-Sham gap (alpha / beta), eV: 4.972 / 4.594
Spin multiplicity: 4
Calculated total energy, a.u.: -4398.07913
Energy above the lowest of the compared OMol25 structures with the same formula, charge and spin, kJ/mol: 165.29
Total charge: -2

The geometry in XYZ format:
```
51
C16H15N2O9P2ReS5Sb | OMol25 | ωB97M-V with the def2-TZVPD basis set
Re 1.53 -0.03 0.12
S 0.62 -0.42 -5.64
Sb 1.49 1.36 -4.43
S 0.69 -1.52 -1.46
S 2.18 -0.29 -2.25
S 3.76 1.58 -4.65
O 3.16 2.49 -1.35
P 3.71 2.29 0.12
O 4.35 3.47 0.69
O 2.53 1.61 0.87
O 4.76 1.06 -0.07
P 4.75 -0.44 0.47
O 5.55 -1.19 -0.68
O 5.38 -0.63 1.79
O 3.29 -0.96 0.37
H 3.68 3.05 -1.93
H 5.12 -1.06 -1.54
C -4.63 -2.29 -3.62
C -3.79 -1.28 -2.88
C -2.66 -0.73 -3.46
C -1.87 0.18 -2.76
C -2.22 0.54 -1.48
C -3.36 0.01 -0.88
C -4.13 -0.90 -1.58
S -1.18 1.66 -0.60
O -2.03 2.62 0.06
O -0.17 2.11 -1.50
N -0.39 0.77 0.53
C -0.89 0.58 1.80
C -2.10 0.99 2.33
C -2.44 0.71 3.67
C -1.60 0.05 4.52
C -0.34 -0.37 4.03
C 0.63 -1.01 4.83
C 1.83 -1.35 4.30
C 2.09 -1.08 2.94
N 1.20 -0.51 2.18
C 0.00 -0.12 2.69
H -4.25 -2.44 -4.63
H -5.67 -1.95 -3.69
H -4.63 -3.25 -3.11
H -2.34 -1.01 -4.46
H -0.98 0.57 -3.24
H -3.64 0.29 0.12
H -5.01 -1.32 -1.11
H -2.78 1.57 1.73
H -3.40 1.05 4.03
H -1.86 -0.14 5.55
H 0.40 -1.21 5.87
H 2.61 -1.82 4.90
H 3.04 -1.32 2.48
```



Molecular formula: C7H14
Method: DFT, ωB97M-V with the def2-TZVPD basis set

Output
Lowest unoccupied orbital energy, eV: 1.08
Kohn-Sham gap, eV: 9.954
Calculated total energy, a.u.: -275.00112
Energy above the lowest of the compared OMol25 structures with the same formula, charge and spin, kJ/mol: 302.26
Structure (SMILES): C=CCC.C=CC
Total charge: 0

The geometry in XYZ format:
```
21
C7H14 | OMol25 | ωB97M-V with the def2-TZVPD basis set
C -0.48 -0.25 1.84
C 0.39 0.86 2.40
C 0.26 -1.19 0.70
C 1.58 -1.19 0.40
H -0.85 -0.88 2.65
H -1.40 0.21 1.45
H -0.29 -2.12 0.57
H 0.13 1.80 1.90
H 0.09 0.98 3.45
H 1.46 0.69 2.34
H 2.05 -2.11 0.06
H 2.16 -0.28 0.34
C 0.44 0.91 -2.16
C -0.67 0.12 -1.58
C -1.82 -0.20 -2.18
H -0.65 -0.08 -0.40
H 0.74 1.71 -1.48
H 1.32 0.27 -2.32
H 0.16 1.37 -3.12
H -2.57 -0.80 -1.67
H -2.06 0.16 -3.18
```